[1]
14
Properties=species:S:1:pos:R:3:nbo_charge:R:1 method="wB97M-V/def2-TZVPD" charge=0 homo_ha=-0.2664 de_lowest_kcal_mol=334.3 homo_lumo_gap_ev=2.2 lumo_energy_ev=-5.09
Sr -0.48863 -3.06995 1.44224 1.9391
Sr 3.17092 1.88395 -2.32540 1.8310
F 3.21011 -1.23973 -5.26852 -0.8379
F 1.41954 -1.35478 -1.07934 -0.9540
Cl 1.90469 -0.39058 5.39103 2.5669
O 2.34816 -0.52625 4.02244 -0.9702
O 3.06749 0.41924 5.91787 -0.8499
O 0.80613 0.49180 5.33305 -0.8827
O 1.59665 -1.61244 5.89015 -0.8428
Cl -3.33863 1.00197 -3.88359 2.5531
O -2.19853 1.84531 -4.31906 -0.8787
O -4.16081 0.63702 -5.00473 -0.8542
O -3.12325 0.00616 -2.97379 -0.8666
O -4.21381 1.90827 -3.14232 -0.9529

=====

[2]
84
Properties=species:S:1:pos:R:3:lowdin_charge:R:1 method="wB97M-V/def2-TZVPD" charge=+1 homo_ha=-0.3745 homo_lumo_gap_ev=7.2 lumo_energy_ev=-2.94
C 3.28439 0.53990 3.81523 -0.0505
C 3.00283 2.00811 3.55884 -0.1908
O 1.57859 2.24210 3.41434 0.0980
B 1.08325 2.82261 2.29254 -0.6662
O 0.99829 4.17877 2.12960 0.2101
N 0.70571 1.89968 1.16947 0.2123
C -0.22830 2.15217 0.23237 -0.3366
N -1.12148 3.17442 0.24319 0.2156
N -0.21388 1.23427 -0.73494 0.2013
C 0.91427 0.30550 -0.49072 -0.3325
C 0.39420 -0.87583 0.40321 -0.0759
C -1.08639 -0.87589 0.70973 -0.2400
O -1.78134 -1.13465 -0.50451 -0.0521
C 1.54780 -0.24731 -1.75558 -0.0783
C 2.89108 -0.93136 -1.44209 -0.0731
C 3.10167 -2.15436 -2.31776 -0.4483
O 3.51418 -2.05208 -3.43323 0.1559
N 2.79051 -3.43205 -1.73081 0.1074
C 3.72475 -3.75477 -0.69391 -0.2760
C 3.27025 -4.16153 0.55660 -0.0417
C 4.17481 -4.46668 1.55843 -0.0862
C 5.53659 -4.35528 1.32933 -0.0896
C 5.98518 -3.95880 0.07694 -0.0705
C 5.08758 -3.66101 -0.93441 -0.0223
C 1.80031 1.19703 0.40391 -0.1380
C 2.77036 2.20948 -0.24262 0.0047
C 2.37819 2.76099 -1.59419 -0.4305
O 1.36746 3.36411 -1.80577 0.1684
O 3.25625 2.50395 -2.61844 0.0610
C 4.44326 3.28892 -2.62422 -0.4363
C 4.60421 4.09773 -3.86661 0.0451
O 5.17400 3.25083 -1.68904 0.1667
H 4.20200 0.42047 4.38777 0.0866
H 3.39742 -0.03479 2.89428 0.0622
H 2.45922 0.10415 4.37542 0.0895
H 3.32986 2.60634 4.40658 0.1292
H 3.53565 2.36010 2.67279 0.1164
H 0.27473 4.62372 2.57885 0.1249
H -1.76271 3.27604 1.00865 0.1237
H -1.14444 3.84948 -0.50030 0.1279
H -0.44766 1.54615 -1.66955 0.1821
H 0.58073 -1.80308 -0.13895 0.1118
H 0.95020 -0.93679 1.33848 0.1270
H -1.28629 -1.65486 1.44923 0.1319
H -1.42817 0.06376 1.15201 0.1069
H -2.62444 -1.53543 -0.26660 0.0852
H 1.70285 0.51967 -2.51361 0.1205
H 0.84366 -0.95387 -2.20085 0.1409
H 3.70692 -0.24990 -1.68690 0.1266
H 2.98949 -1.18870 -0.38728 0.1190
H 1.88197 -3.35268 -1.28084 0.1100
H 2.20546 -4.25114 0.73868 0.1090
H 3.80445 -4.79689 2.51880 0.1054
H 6.23483 -4.58343 2.12161 0.1037
H 7.04456 -3.89053 -0.12610 0.1085
H 5.44824 -3.36487 -1.91163 0.1202
H 2.41172 0.60395 1.07729 0.1293
H 2.89828 3.08135 0.40482 0.1418
H 3.74630 1.73814 -0.32042 0.1272
H 5.56747 3.87552 -4.31898 0.1040
H 4.56630 5.14709 -3.57718 0.1072
H 3.81130 3.89490 -4.57880 0.0933
C -5.21305 1.51228 0.28772 -0.0934
C -5.70072 0.36626 -0.58770 -0.2773
N -5.83709 -0.87997 0.14328 -0.2074
C -5.98484 -2.04256 -0.71956 -0.2564
C -7.22416 -2.12830 -1.61543 -0.0784
C -6.71109 -0.83016 1.30681 -0.2463
C -8.15542 -0.36135 1.10046 -0.0763
H -4.30951 1.21822 0.82863 0.0626
H -4.97964 2.37741 -0.33515 0.0698
H -5.96198 1.82641 1.01466 0.0676
H -4.96107 0.19521 -1.37531 0.1144
H -6.62509 0.67986 -1.09565 0.1067
H -5.93578 -2.93479 -0.08998 0.1120
H -5.09807 -2.08141 -1.36285 0.1025
H -8.12762 -2.33932 -1.04604 0.0590
H -7.09855 -2.93986 -2.33380 0.0745
H -7.38055 -1.21069 -2.18308 0.0692
H -6.24507 -0.17743 2.04992 0.1001
H -6.71133 -1.82396 1.75964 0.1149
H -8.20509 0.56519 0.52668 0.0672
H -8.61625 -0.16778 2.07027 0.0752
H -8.76646 -1.10614 0.59432 0.0573

=====

[3]
9
Properties=species:S:1:pos:R:3:nbo_charge:R:1 method="wB97M-V/def2-TZVPD" charge=-1 homo_ha=-0.1028 de_lowest_kcal_mol=43.0 homo_lumo_gap_ev=6.1 lumo_energy_ev=3.34
C -0.54425 1.12103 1.35519 1.0596
C 0.26238 -0.73049 -0.56188 -0.8201
O -1.66775 1.12228 1.14614 -0.5573
O 0.53585 1.28776 1.65128 -0.5313
S 1.99943 -0.58343 -1.12726 -0.1112
S -0.95734 -0.27087 -1.75703 -0.1007
Br -0.21606 -2.59317 0.03107 -0.1919
H 2.25870 0.21099 0.04886 0.1286
H -1.67096 0.43590 -0.78638 0.1245